73
Properties=species:S:1:pos:R:3 method="wB97M-V/def2-TZVPD" lumo_energy_ev="1.660 / 1.655" spin_multiplicity=3 total_charge=-1 homo_lumo_gap_ev="1.49 / 4.95" de_lowest_kcal_mol=5.15 e_homo_ev="0.17 / -3.29" s2=2.02 total_energy_ha=-3189.6915
O -0.424 2.267 -2.740
C -0.874 1.765 -3.758
C -0.481 2.178 -5.138
C 0.680 2.927 -5.381
H 1.348 3.155 -4.544
C 0.972 3.375 -6.674
H 1.890 3.946 -6.869
C 0.084 3.097 -7.726
H 0.271 3.505 -8.723
C -1.053 2.309 -7.493
H -1.719 2.058 -8.322
C -1.327 1.854 -6.211
H -2.199 1.244 -6.000
H -1.616 0.944 -3.703
C -2.416 2.241 -0.679
C -2.076 0.979 -0.010
H -2.986 2.910 -0.009
H -3.040 2.053 -1.565
H -1.521 2.757 -1.028
C -2.939 0.172 0.602
C -4.361 0.495 0.982
H -2.645 -0.850 0.856
H -4.945 0.928 0.156
H -4.407 1.208 1.821
H -4.876 -0.423 1.296
Ti 0.006 0.220 0.260
Cl 0.918 2.272 0.067
Cl -0.643 -0.746 -1.717
H 3.441 1.063 -3.313
H 5.430 0.594 -2.362
C 2.771 0.586 -2.591
C 4.972 0.650 -1.371
N 3.586 0.206 -1.428
H 2.319 -0.302 -3.051
C 3.055 -0.316 -0.331
O 1.819 -0.536 -0.182
H 5.505 -0.006 -0.672
H 3.760 -0.557 0.489
H 1.972 1.287 -2.312
H 5.051 1.687 -1.003
H -1.802 -5.046 2.325
H -0.661 -5.829 -0.111
C -2.091 -4.144 1.767
C -1.177 -4.902 -0.401
N -1.155 -3.912 0.667
H -2.126 -3.283 2.439
C -0.352 -2.851 0.559
O -0.528 -1.737 1.137
H -0.691 -4.479 -1.288
H 0.506 -2.964 -0.126
H -3.087 -4.342 1.348
H -2.218 -5.160 -0.638
C 2.766 0.269 2.988
N 1.642 0.001 3.879
C 2.011 -0.594 5.153
C 0.866 -0.652 6.125
C -0.474 -0.906 5.495
N -0.645 -0.143 4.275
C -1.995 0.235 3.888
C 0.371 0.123 3.436
O 0.136 0.519 2.237
H 2.502 1.027 2.241
H 3.079 -0.653 2.470
H 3.616 0.630 3.593
H 2.418 -1.607 4.980
H 2.832 0.009 5.559
H 0.811 0.270 6.704
H 1.070 -1.465 6.822
H -1.290 -0.622 6.165
H -0.588 -1.986 5.288
H -2.693 -0.225 4.600
H -2.116 1.334 3.927
H -2.240 -0.107 2.875


105
Properties=species:S:1:pos:R:3 method="wB97M-V/def2-TZVPD" lumo_energy_ev=-3.116 spin_multiplicity=1 total_charge=+1 homo_lumo_gap_ev=7.88 de_lowest_kcal_mol=133.90 e_homo_ev=-10.99 total_energy_ha=-2651.0322
C 3.198 -2.193 2.814
C 3.145 -2.295 1.453
C 3.947 -1.368 0.633
O 4.941 -0.797 1.057
O 3.532 -1.142 -0.646
C 2.152 -0.882 -0.878
C 1.647 0.423 -0.280
C 1.088 0.338 1.143
C 0.089 1.447 1.461
C -1.332 1.265 0.937
C -1.955 -0.092 1.318
P -1.799 -1.205 -0.061
P -2.829 -3.118 0.394
O -3.436 -3.098 1.740
H 4.126 -2.278 3.366
H 2.310 -2.017 3.413
H 2.539 -3.084 1.017
H 1.524 -1.740 -0.623
H 2.065 -0.783 -1.957
H 0.824 0.740 -0.931
H 2.419 1.178 -0.394
H 1.905 0.454 1.853
H 0.716 -0.678 1.306
H 0.039 1.512 2.549
H 0.459 2.391 1.076
H -1.354 1.420 -0.144
H -1.944 2.034 1.397
H -1.483 -0.515 2.203
H -3.008 0.029 1.559
H -2.405 -0.616 -1.173
H -0.461 -1.490 -0.338
H -1.916 -4.187 0.292
H -3.846 -3.225 -0.570
C -0.161 5.420 0.953
O -0.692 4.221 0.368
H 0.853 5.221 1.263
H -0.161 6.227 0.217
H -0.749 5.716 1.824
H -1.592 4.404 0.089
C -2.566 -4.399 -3.259
O -1.432 -3.530 -3.258
H -3.008 -4.316 -2.271
H -3.305 -4.096 -4.004
H -2.278 -5.438 -3.429
H -0.997 -3.569 -4.114
C -0.698 -6.438 2.089
O -0.984 -6.797 0.727
H 0.055 -5.652 2.086
H -1.610 -6.066 2.569
H -0.314 -7.293 2.642
H -1.646 -7.491 0.753
C -2.669 3.579 -2.470
O -1.890 2.508 -1.924
H -3.546 3.712 -1.840
H -2.085 4.501 -2.478
H -2.993 3.341 -3.485
H -1.116 2.403 -2.487
C -1.333 0.232 -4.611
O -0.123 0.941 -4.870
H -1.639 0.474 -3.595
H -2.115 0.547 -5.306
H -1.177 -0.847 -4.691
H 0.157 0.738 -5.765
C 0.338 -2.634 -6.372
O 0.681 -2.828 -5.001
H -0.702 -2.923 -6.499
H 0.458 -1.583 -6.649
H 0.964 -3.252 -7.019
H 1.599 -2.576 -4.885
C 2.428 3.138 -2.958
O 2.891 3.127 -1.609
H 1.452 2.659 -2.988
H 2.336 4.158 -3.335
H 3.126 2.581 -3.589
H 3.758 3.538 -1.588
C 1.641 -7.292 5.236
O 1.291 -7.931 4.002
H 1.179 -6.310 5.253
H 1.276 -7.868 6.085
H 2.724 -7.179 5.315
H 1.704 -8.797 4.000
C 2.009 4.932 4.191
O 1.814 5.871 3.136
H 1.951 3.936 3.757
H 2.989 5.059 4.655
H 1.233 5.032 4.955
H 1.866 6.751 3.518
C -3.161 6.988 -1.385
O -1.831 6.825 -1.882
H -3.705 6.064 -1.561
H -3.139 7.192 -0.311
H -3.664 7.805 -1.904
H -1.357 7.646 -1.716
C -0.284 -6.132 8.369
O 1.091 -6.101 7.993
H -0.687 -7.094 8.061
H -0.398 -6.030 9.450
H -0.847 -5.337 7.872
H 1.447 -5.253 8.265
C 0.737 6.360 -3.251
O -0.173 7.445 -3.375
H 1.746 6.748 -3.371
H 0.649 5.886 -2.267
H 0.544 5.613 -4.028
H -1.058 7.080 -3.279


9
Properties=species:S:1:pos:R:3 method="wB97M-V/def2-TZVPD" lumo_energy_ev=0.549 spin_multiplicity=1 homo_lumo_gap_ev=10.71 de_lowest_kcal_mol=55.55 e_homo_ev=-10.16 total_energy_ha=-3150.8055
C -1.164 -1.327 -1.168
C -1.895 -0.662 -0.419
C 1.188 0.710 0.710
Cl -3.257 -0.080 0.394
Br 2.160 0.752 -0.902
H -0.227 -1.517 -1.642
H 1.924 0.719 1.506
H 0.606 1.567 0.611
H 0.665 -0.162 0.910


17
Properties=species:S:1:pos:R:3 method="wB97M-V/def2-TZVPD" lumo_energy_ev=1.108 spin_multiplicity=1 homo_lumo_gap_ev=10.47 de_lowest_kcal_mol=31.57 e_homo_ev=-9.37 total_energy_ha=-309.7921
C 1.907 0.337 -0.691
C 0.583 0.184 0.021
C 0.176 -1.234 0.503
C -1.233 -1.045 -0.123
C -0.848 0.385 -0.544
C -1.029 1.312 0.674
O 0.361 1.190 1.033
H 2.730 0.152 0.012
H 2.005 -0.390 -1.507
H 2.030 1.343 -1.102
H 0.746 -2.048 0.044
H 0.221 -1.339 1.591
H -2.070 -1.063 0.583
H -1.452 -1.730 -0.944
H -1.047 0.729 -1.563
H -1.711 0.870 1.420
H -1.368 2.347 0.593